Molecular formula: CH6N2S
Method: DFT, wB97M-V/def2-TZVPD

Calculated values
Max |F| (eV/A): 0.816
DFT total energy (eV): -14949.4336
HOMO-LUMO gap (eV): 10.345
Molar mass (g mol⁻¹): 78.140
Energy relative to the best compared isomer or geometry (same formula, charge and spin) (eV): 0.1536
Structure (SMILES): [H]/N=C/N.S

Last column: Löwdin charge in e.
Geometry (Å):
N  2.44  -1.42  -0.99  0.057
C  1.60  -0.53  -0.37  -0.393
N  0.81  0.19  -1.06  0.061
H  3.30  -1.65  -0.54  0.069
H  2.53  -1.20  -1.97  0.092
H  1.62  -0.54  0.72  0.115
H  0.24  0.73  -0.43  -0.030
S  -2.13  0.82  1.11  0.470
H  -3.37  0.42  1.37  -0.228
H  -2.41  0.80  -0.20  -0.212

=====

Molecular formula: C4H10N2
Method: DFT, wB97M-V/def2-TZVPD

Calculated values
Max |F| (eV/A): 4.068
DFT total energy (eV): -7288.0230
HOMO-LUMO gap (eV): 10.236
Molar mass (g mol⁻¹): 86.138
Energy relative to the best compared isomer or geometry (same formula, charge and spin) (eV): 2.5965
Structure (SMILES): N[C@@H]1CCNC1

Last column: Löwdin charge in e.
Geometry (Å):
C  -0.80  -0.28  0.59  -0.381
C  0.46  -1.20  0.02  -0.163
C  1.17  -0.26  -1.05  -0.231
C  -0.65  0.96  -0.42  -0.248
H  -1.35  0.85  2.46  0.138
H  0.26  0.26  2.30  0.084
H  -1.77  -0.75  0.38  0.117
H  1.05  -1.70  1.02  0.143
H  0.05  -2.21  -0.55  0.130
H  1.89  0.55  -0.48  0.134
H  1.85  -0.84  -1.86  0.134
H  0.17  1.08  -2.27  0.093
H  0.07  1.67  0.00  0.091
H  -1.56  1.54  -0.59  0.106
N  -0.74  -0.04  2.04  -0.052
N  -0.12  0.37  -1.61  -0.095

=====

Molecular formula: C5H11N2O2S
Method: DFT, wB97M-V/def2-TZVPD

Calculated values
Total charge: +1
Max |F| (eV/A): 3.240
DFT total energy (eV): -23265.7732
HOMO-LUMO gap (eV): 9.435
Molar mass (g mol⁻¹): 163.222
Energy relative to the best compared isomer or geometry (same formula, charge and spin) (eV): 0.8191
Structure (SMILES): CC1=C(O)S[C@](N)(O)[N@@H+]1C

Last column: Löwdin charge in e.
Geometry (Å):
C  -0.78  0.59  0.07  -0.299
C  -0.01  1.67  -0.10  -0.640
C  1.63  -0.31  0.36  -0.713
C  -2.26  0.54  0.03  -0.007
C  -0.40  -1.56  -1.08  0.006
N  1.79  -0.35  1.69  0.115
N  -0.06  -0.70  0.08  -0.052
O  -0.46  2.91  -0.24  0.067
O  2.42  -1.09  -0.42  0.033
S  1.67  1.45  -0.31  1.128
H  -2.50  0.70  -0.96  0.073
H  -2.66  1.38  0.57  0.098
H  -2.79  -0.38  0.38  0.110
H  -1.28  -2.13  -0.91  0.098
H  -0.65  -0.96  -1.88  0.077
H  0.48  -2.26  -1.37  0.137
H  2.25  -1.16  2.11  0.142
H  1.46  0.37  2.35  0.144
H  -0.25  -1.24  1.05  0.236
H  0.22  3.57  -0.06  0.118
H  2.15  -1.04  -1.37  0.129

=====

Molecular formula: C17H22BN5O6
Method: DFT, wB97M-V/def2-TZVPD

Calculated values
Max |F| (eV/A): 3.352
DFT total energy (eV): -38386.1063
HOMO-LUMO gap (eV): 6.907
Molar mass (g mol⁻¹): 403.204
Energy relative to the best compared isomer or geometry (same formula, charge and spin) (eV): 0.0000

Last column: Löwdin charge in e.
Geometry (Å):
C  -1.76  -3.44  -0.38  -0.064
C  -1.94  -1.93  -0.33  -0.189
N  -1.10  -1.19  -1.36  -0.144
C  -1.38  -1.81  -2.70  -0.225
C  -2.73  -1.84  -3.10  -0.034
C  -3.08  -2.44  -4.32  -0.066
C  -2.10  -2.98  -5.14  -0.090
C  -0.76  -2.92  -4.75  -0.053
C  -0.40  -2.33  -3.52  -0.006
C  -1.60  0.25  -1.41  -0.369
C  -0.96  1.01  -2.56  -0.042
C  -1.37  0.95  -0.08  -0.078
B  0.45  -1.20  -0.83  -0.341
H  0.69  -0.69  0.32  0.046
H  -2.32  -3.88  0.45  0.084
H  -2.18  -3.88  -1.30  0.080
H  -0.71  -3.74  -0.29  0.072
H  -2.99  -1.68  -0.50  0.119
H  -1.65  -1.55  0.65  0.112
H  -3.50  -1.42  -2.47  0.107
H  -4.14  -2.47  -4.61  0.110
H  -2.38  -3.45  -6.09  0.105
H  0.01  -3.34  -5.40  0.106
H  0.64  -2.28  -3.22  0.105
H  -2.68  0.19  -1.58  0.129
H  -1.39  2.02  -2.57  0.089
H  0.12  1.11  -2.44  0.079
H  -1.17  0.56  -3.54  0.085
H  -1.78  1.97  -0.14  0.094
H  -1.85  0.45  0.76  0.072
H  -0.30  1.06  0.15  0.059
H  0.83  -2.35  -0.87  0.023
H  1.11  -0.61  -1.66  0.027
O  5.21  4.81  3.71  0.090
N  3.96  4.82  3.62  -0.306
O  3.31  5.88  3.51  0.057
C  3.19  3.58  3.64  -0.043
C  1.80  3.64  3.49  0.114
C  1.03  2.45  3.35  -0.107
N  -0.41  2.57  3.33  -0.306
O  -0.93  3.72  3.36  0.070
O  -1.09  1.52  3.28  0.054
C  1.60  1.16  3.37  0.142
C  2.97  1.13  3.64  -0.088
N  3.81  0.03  3.90  -0.144
O  3.61  -1.16  4.01  0.111
O  5.11  0.57  4.05  0.062
N  5.10  1.95  3.96  0.150
C  3.79  2.27  3.74  -0.139
H  1.31  4.61  3.48  0.133
H  1.00  0.26  3.40  0.143

=====

Molecular formula: C2H3N2O2
Method: DFT, wB97M-V/def2-TZVPD

Calculated values
Total charge: +1
Max |F| (eV/A): 7.990
DFT total energy (eV): -9183.2465
HOMO-LUMO gap (spin up / spin down) (eV): 7.499 / 7.794
Molar mass (g mol⁻¹): 87.058
Energy relative to the best compared isomer or geometry (same formula, charge and spin) (eV): 7.0777

Last column: Löwdin charge in e.
Geometry (Å):
C  -0.57  -0.89  -0.22  -0.062
C  -1.10  0.40  0.22  0.112
N  0.70  -0.95  -0.14  0.230
N  1.07  1.16  0.34  -0.043
O  1.98  1.59  -0.23  0.231
O  -0.21  1.36  0.19  0.105
H  -1.14  -1.68  -0.51  0.110
H  -2.01  0.78  0.72  0.177
H  1.26  -1.77  -0.37  0.140

=====

Molecular formula: C13H23N2O9P3S
Method: DFT, wB97M-V/def2-TZVPD

Calculated values
Max |F| (eV/A): 10.468
DFT total energy (eV): -73946.3364
HOMO-LUMO gap (eV): 5.417
Molar mass (g mol⁻¹): 476.321
Structure (SMILES): CCP(C)c1c(COO)cc2nsnc2c1P(=O)(O)O.COP(=O)(OC)OC

Last column: Löwdin charge in e.
Geometry (Å):
C  4.02  -0.26  3.79  -0.191
C  2.95  -0.61  2.60  -0.436
P  1.35  0.51  2.66  0.924
C  1.22  1.59  1.07  -0.320
C  -0.19  -0.68  2.78  -0.238
C  -0.30  -2.06  1.88  -0.098
C  0.83  -2.54  0.78  -0.146
O  1.12  -1.41  -0.14  -0.225
O  0.03  -1.34  -0.89  -0.103
C  -1.62  -3.06  2.05  0.055
C  -2.86  -2.77  3.08  -0.250
N  -4.07  -3.70  3.29  -0.264
S  -4.93  -2.77  4.53  0.877
N  -3.99  -1.30  4.85  -0.280
C  -2.75  -1.38  3.95  -0.208
C  -1.46  -0.35  3.81  -0.151
P  -1.43  1.27  4.85  0.696
O  -0.22  1.10  5.88  -0.381
O  -2.94  1.63  5.66  -0.224
O  -1.16  2.61  3.72  -0.254
H  4.58  0.76  3.67  0.079
H  3.47  -0.41  4.81  0.083
H  4.86  -1.11  3.74  0.084
H  3.41  -0.57  1.52  0.088
H  2.55  -1.71  2.82  0.074
H  2.24  1.75  0.52  0.058
H  0.76  2.67  1.30  0.054
H  0.45  1.10  0.30  0.029
H  1.79  -3.02  1.25  0.137
H  0.33  -3.38  0.12  0.136
H  -0.59  -0.64  -0.53  0.123
H  -1.68  -4.04  1.38  0.108
H  -3.61  1.96  4.97  0.101
H  -1.64  2.29  2.88  0.074
C  -0.83  2.67  -7.32  -0.144
O  0.33  2.33  -6.57  -0.336
P  0.44  0.74  -5.91  0.775
O  -0.21  0.13  -7.15  -0.264
O  -0.72  1.12  -4.80  -0.272
C  -0.39  2.12  -3.86  -0.132
O  0.56  -0.86  -5.25  -0.240
C  1.06  -0.94  -3.93  -0.153
H  -0.90  3.76  -7.37  0.088
H  -0.74  2.29  -8.34  0.085
H  -1.74  2.28  -6.85  0.087
H  -0.91  3.05  -4.12  0.090
H  0.68  2.31  -3.83  0.084
H  -0.73  1.80  -2.87  0.082
H  0.25  -0.78  -3.21  0.065
H  1.85  -0.20  -3.77  0.081
H  1.47  -1.94  -3.77  0.093

=====

Molecular formula: C27H34N5SSe2TeTl
Method: DFT, wB97M-V/def2-TZVPD

Calculated values
Total charge: +2
Max |F| (eV/A): 0.246
DFT total energy (eV): -189501.5474
HOMO-LUMO gap (eV): 7.667
Molar mass (g mol⁻¹): 950.574
Energy relative to the best compared isomer or geometry (same formula, charge and spin) (eV): 0.0000

Last column: Löwdin charge in e.
Geometry (Å):
Tl  -0.43  0.06  -1.09  0.707
Se  2.36  -0.93  -1.79  0.568
Se  -1.39  -2.12  -2.02  0.678
C  -2.92  -1.03  -2.43  -0.708
C  -4.03  -1.53  -3.10  -0.084
C  -5.07  -0.65  -3.37  -0.034
C  -4.98  0.68  -2.98  -0.038
C  -3.83  1.09  -2.33  -0.113
N  -2.82  0.25  -2.06  -0.059
C  3.31  -0.18  -0.28  -0.682
C  4.51  0.49  -0.51  -0.079
C  5.19  1.00  0.58  -0.032
C  4.67  0.81  1.85  -0.036
C  3.47  0.13  1.96  -0.142
N  2.78  -0.35  0.92  -0.001
H  -4.07  -2.56  -3.40  0.113
H  -5.95  -1.01  -3.90  0.124
H  -5.77  1.38  -3.19  0.117
H  -3.70  2.11  -2.01  0.121
H  4.90  0.60  -1.52  0.112
H  6.13  1.53  0.44  0.123
H  5.17  1.17  2.73  0.116
H  3.02  -0.04  2.94  0.110
Te  2.18  -3.32  -0.90  0.975
C  3.22  -4.22  -2.43  -1.039
C  2.70  -4.76  -3.58  -0.228
C  3.70  -5.30  -4.42  -0.167
C  4.95  -5.17  -3.89  -0.390
S  4.93  -4.40  -2.38  0.962
H  1.64  -4.75  -3.81  0.104
H  3.50  -5.77  -5.38  0.113
H  5.88  -5.49  -4.33  0.080
C  -1.55  3.25  2.12  -0.058
N  -0.66  2.10  2.22  -0.294
C  -0.33  1.82  3.62  -0.090
C  0.60  2.26  1.47  -0.169
C  0.46  2.86  0.10  -0.257
C  0.74  4.22  -0.05  -0.030
C  0.63  4.85  -1.28  -0.043
C  0.24  4.13  -2.40  -0.056
C  -0.04  2.77  -2.27  -0.124
C  0.07  2.14  -1.04  -0.250
H  -2.45  3.05  2.71  0.090
H  -1.84  3.41  1.09  0.089
H  -1.10  4.17  2.50  0.103
H  -1.24  1.61  4.18  0.087
H  0.18  2.66  4.10  0.103
H  0.33  0.95  3.67  0.078
H  1.06  1.27  1.38  0.079
H  1.31  2.87  2.05  0.134
H  1.06  4.79  0.81  0.123
H  0.86  5.91  -1.37  0.119
H  0.15  4.61  -3.36  0.118
H  -0.34  2.22  -3.15  0.102
N  -2.35  -2.41  3.08  0.071
C  -3.18  -1.25  2.58  -0.074
C  -2.67  -0.82  1.22  -0.191
N  -1.24  -0.50  1.22  -0.121
C  -0.44  -1.60  1.76  -0.200
C  -0.89  -2.05  3.14  -0.077
H  -2.48  -3.20  2.45  0.190
H  -2.68  -2.71  3.99  0.189
H  -3.06  -0.46  3.33  0.138
H  -4.22  -1.56  2.55  0.145
H  -3.23  0.06  0.90  0.137
H  -2.85  -1.61  0.48  0.095
H  -1.08  0.41  1.69  0.074
H  0.61  -1.30  1.79  0.105
H  -0.51  -2.45  1.07  0.097
H  -0.80  -1.25  3.88  0.129
H  -0.34  -2.92  3.48  0.146

=====

Molecular formula: C17H47Cl6O20P5
Method: DFT, wB97M-V/def2-TZVPD

Calculated values
Max |F| (eV/A): 4.392
DFT total energy (eV): -180926.9440
HOMO-LUMO gap (eV): 10.609
Molar mass (g mol⁻¹): 939.131
Energy relative to the best compared isomer or geometry (same formula, charge and spin) (eV): 5.1279
Structure (SMILES): COP(=O)(OC)OC.COP(=O)(OC)OC.COP(=O)(OC)OC.COP(=O)(OC)OC.COP(=O)(OC)OC.ClC(Cl)Cl.ClC(Cl)Cl

Last column: Löwdin charge in e.
Geometry (Å):
C  -20.32  33.93  -31.09  -0.160
O  -20.36  32.61  -30.82  -0.216
P  -21.54  31.58  -31.18  0.493
O  -21.29  30.21  -30.65  -0.238
O  -22.86  32.40  -30.69  -0.215
C  -23.24  32.41  -29.33  -0.125
O  -21.50  31.58  -32.82  -0.224
C  -20.42  30.94  -33.41  -0.146
H  -19.35  34.25  -31.48  0.094
H  -20.49  34.51  -30.18  0.093
H  -21.07  34.20  -31.82  0.092
H  -23.65  33.41  -29.13  0.090
H  -22.57  32.17  -28.51  0.098
H  -24.11  31.76  -29.23  0.090
H  -20.07  31.50  -34.28  0.084
H  -20.81  30.06  -33.91  0.095
H  -19.51  30.86  -32.81  0.095
C  -14.09  39.74  -27.08  -0.124
O  -13.62  39.87  -25.76  -0.237
P  -14.23  38.79  -24.68  0.497
O  -15.74  38.70  -24.71  -0.263
O  -13.68  39.33  -23.30  -0.227
C  -12.34  39.85  -23.13  -0.072
O  -13.32  37.41  -24.89  -0.242
C  -13.98  36.27  -25.43  -0.115
H  -15.05  39.21  -27.07  0.073
H  -13.38  39.08  -27.59  0.088
H  -14.27  40.64  -27.66  0.091
H  -12.46  40.93  -23.06  0.096
H  -11.74  39.52  -23.97  0.081
H  -11.96  39.36  -22.24  0.092
H  -14.47  36.52  -26.37  0.086
H  -14.64  35.76  -24.72  0.089
H  -13.14  35.59  -25.54  0.088
C  -17.07  13.85  -22.19  -0.091
O  -16.78  15.24  -22.04  -0.245
P  -15.28  15.82  -21.86  0.506
O  -14.45  15.47  -23.06  -0.258
O  -14.77  15.16  -20.42  -0.232
C  -13.49  15.33  -19.93  -0.144
O  -15.38  17.43  -21.56  -0.230
C  -15.71  18.20  -22.70  -0.118
H  -16.13  13.29  -22.26  0.085
H  -17.79  13.62  -22.97  0.095
H  -17.40  13.66  -21.17  0.090
H  -13.53  16.14  -19.20  0.086
H  -12.65  15.51  -20.61  0.096
H  -13.35  14.45  -19.30  0.090
H  -16.52  17.75  -23.27  0.090
H  -14.73  18.24  -23.16  0.091
H  -15.97  19.23  -22.43  0.089
C  -28.58  26.38  -24.96  -0.092
O  -27.62  25.96  -23.96  -0.240
P  -26.03  25.91  -24.35  0.566
O  -25.30  27.24  -24.54  -0.283
O  -25.39  25.00  -23.11  -0.236
C  -25.31  25.49  -21.75  -0.103
O  -26.02  24.88  -25.67  -0.236
C  -25.69  25.44  -26.92  -0.144
H  -28.17  26.78  -25.89  0.074
H  -29.06  27.25  -24.53  0.090
H  -29.25  25.58  -25.28  0.092
H  -26.21  25.42  -21.14  0.083
H  -24.89  26.47  -21.53  0.085
H  -24.62  24.78  -21.30  0.084
H  -26.24  24.90  -27.69  0.088
H  -24.62  25.27  -27.05  0.094
H  -26.00  26.47  -27.06  0.079
C  -22.33  31.42  -16.74  -0.064
O  -22.94  31.20  -18.05  -0.245
P  -23.18  32.25  -19.27  0.434
O  -23.79  33.51  -18.87  -0.237
O  -21.67  32.35  -19.93  -0.241
C  -21.53  32.31  -21.38  -0.086
O  -24.06  31.43  -20.36  -0.229
C  -25.47  31.29  -20.15  -0.101
H  -21.52  32.13  -16.58  0.092
H  -22.08  30.40  -16.42  0.082
H  -23.15  31.67  -16.07  0.081
H  -21.66  31.27  -21.67  0.083
H  -20.56  32.71  -21.68  0.089
H  -22.37  32.87  -21.80  0.081
H  -25.68  30.28  -19.81  0.088
H  -26.02  31.51  -21.07  0.089
H  -25.93  31.98  -19.45  0.084
C  -10.53  25.28  -23.51  -1.520
Cl  -10.27  24.31  -22.03  0.505
Cl  -9.96  24.51  -24.93  0.549
Cl  -9.70  26.93  -23.40  0.453
H  -11.61  25.34  -23.64  0.013
C  -18.03  26.48  -26.03  -1.443
Cl  -16.75  25.27  -26.45  0.469
Cl  -17.28  28.11  -25.83  0.485
Cl  -18.86  26.01  -24.50  0.474
H  -18.80  26.47  -26.80  0.016